{"formula": "C36H99N9O9", "method": "the ωB97M-V functional and the def2-TZVPD basis", "symbols": ["C", "C", "C", "O", "C", "N", "H", "H", "H", "H", "H", "H", "H", "H", "H", "H", "H", "C", "C", "C", "O", "C", "N", "H", "H", "H", "H", "H", "H", "H", "H", "H", "H", "H", "C", "C", "C", "O", "C", "N", "H", "H", "H", "H", "H", "H", "H", "H", "H", "H", "H", "C", "C", "C", "O", "C", "N", "H", "H", "H", "H", "H", "H", "H", "H", "H", "H", "H", "C", "C", "C", "O", "C", "N", "H", "H", "H", "H", "H", "H", "H", "H", "H", "H", "H", "C", "C", "C", "O", "C", "N", "H", "H", "H", "H", "H", "H", "H", "H", "H", "H", "H", "C", "C", "C", "O", "C", "N", "H", "H", "H", "H", "H", "H", "H", "H", "H", "H", "H", "C", "C", "C", "O", "C", "N", "H", "H", "H", "H", "H", "H", "H", "H", "H", "H", "H", "C", "C", "C", "O", "C", "N", "H", "H", "H", "H", "H", "H", "H", "H", "H", "H", "H"], "positions_angstrom": [[-3.804, 0.117, -3.745], [-3.159, 1.046, -2.785], [-4.002, 2.333, -2.491], [-3.358, 3.469, -1.852], [-2.714, 4.314, -2.804], [-2.872, 0.401, -1.478], [-4.847, 0.139, -3.432], [-3.435, -0.890, -3.549], [-3.787, 0.410, -4.795], [-2.281, 1.424, -3.309], [-4.867, 2.091, -1.874], [-4.469, 2.618, -3.434], [-1.775, 3.807, -3.023], [-2.429, 5.209, -2.251], [-3.327, 4.450, -3.695], [-3.672, 0.215, -0.890], [-2.369, 0.877, -0.742], [-2.480, 2.055, 2.947], [-3.228, 2.410, 1.700], [-3.965, 3.745, 1.680], [-4.872, 4.041, 2.703], [-5.352, 5.378, 2.440], [-2.335, 2.469, 0.540], [-2.148, 1.017, 2.901], [-3.256, 2.166, 3.705], [-1.556, 2.602, 3.131], [-4.013, 1.676, 1.517], [-4.545, 3.790, 0.758], [-3.271, 4.552, 1.443], [-5.860, 5.817, 3.298], [-6.036, 5.451, 1.594], [-4.490, 6.036, 2.324], [-1.381, 2.620, 0.836], [-2.522, 3.125, -0.205], [-3.764, -6.807, 5.414], [-3.768, -7.099, 3.892], [-3.075, -5.992, 3.066], [-2.909, -6.222, 1.697], [-2.706, -5.002, 1.003], [-3.029, -8.328, 3.612], [-4.289, -7.595, 5.954], [-4.207, -5.856, 5.708], [-2.800, -7.052, 5.860], [-4.796, -7.222, 3.551], [-2.098, -5.771, 3.496], [-3.654, -5.073, 3.159], [-2.590, -5.189, -0.064], [-1.780, -4.504, 1.289], [-3.527, -4.289, 1.066], [-3.557, -9.142, 3.892], [-2.977, -8.339, 2.603], [1.668, -6.835, 2.462], [1.290, -7.932, 1.540], [-0.259, -8.175, 1.460], [-0.584, -9.396, 0.878], [-1.945, -9.389, 0.542], [1.741, -7.611, 0.228], [2.736, -6.807, 2.678], [1.263, -6.961, 3.466], [1.507, -5.813, 2.118], [1.774, -8.858, 1.852], [-0.703, -7.322, 0.945], [-0.682, -8.049, 2.457], [-2.496, -10.314, 0.371], [-2.115, -8.837, -0.382], [-2.510, -8.939, 1.358], [1.649, -8.420, -0.369], [1.155, -6.865, -0.119], [1.729, -4.065, -2.684], [2.643, -5.025, -1.932], [2.908, -6.254, -2.785], [1.761, -7.152, -2.932], [2.068, -8.341, -3.615], [3.941, -4.347, -1.642], [0.679, -4.349, -2.752], [2.062, -3.808, -3.689], [1.628, -3.141, -2.115], [2.130, -5.334, -1.022], [3.583, -6.840, -2.161], [3.487, -6.063, -3.689], [1.168, -8.837, -3.977], [2.738, -9.020, -3.088], [2.629, -8.147, -4.529], [4.556, -4.938, -1.101], [4.409, -4.299, -2.536], [-0.194, 5.039, 1.073], [-0.429, 6.449, 0.471], [-0.087, 7.604, 1.387], [-0.529, 8.872, 0.897], [-0.396, 9.870, 1.929], [0.294, 6.563, -0.763], [-0.120, 4.265, 0.309], [-1.064, 4.793, 1.681], [0.722, 5.023, 1.664], [-1.474, 6.433, 0.164], [1.003, 7.600, 1.416], [-0.452, 7.453, 2.403], [-0.682, 10.887, 1.660], [0.614, 9.861, 2.339], [-0.997, 9.491, 2.756], [0.781, 7.428, -0.576], [1.105, 5.965, -0.842], [3.919, 2.613, -3.467], [2.412, 2.488, -3.443], [2.083, 0.966, -3.266], [0.676, 0.662, -3.317], [0.504, -0.735, -3.248], [1.803, 3.263, -2.364], [4.258, 2.169, -2.531], [4.140, 3.679, -3.528], [4.402, 2.051, -4.266], [1.950, 2.765, -4.391], [2.580, 0.469, -2.433], [2.431, 0.409, -4.136], [-0.489, -1.183, -3.296], [1.080, -1.226, -2.464], [1.070, -1.147, -4.083], [0.831, 3.035, -2.208], [1.790, 4.271, -2.305], [1.396, 1.152, 2.125], [0.953, 0.439, 0.884], [0.018, -0.714, 1.044], [0.438, -1.845, 1.881], [1.128, -2.841, 1.170], [0.309, 1.422, -0.007], [2.142, 1.904, 1.867], [2.049, 0.534, 2.742], [0.571, 1.628, 2.654], [1.890, 0.115, 0.431], [-0.243, -1.017, 0.030], [-0.866, -0.331, 1.553], [1.309, -3.582, 1.948], [2.142, -2.528, 0.920], [0.456, -3.214, 0.397], [0.018, 0.934, -0.842], [0.957, 2.032, -0.483], [4.429, 4.347, 0.350], [3.875, 5.794, 0.310], [5.067, 6.795, 0.080], [4.569, 8.142, 0.256], [5.370, 9.291, 0.367], [3.064, 5.906, -0.874], [5.252, 4.120, 1.028], [4.973, 4.104, -0.562], [3.660, 3.583, 0.469], [3.248, 6.039, 1.168], [5.613, 6.607, -0.845], [5.915, 6.689, 0.756], [4.704, 10.120, 0.126], [6.154, 9.233, -0.389], [5.787, 9.399, 1.368], [3.491, 5.675, -1.760], [3.024, 6.909, -0.982]], "lowdin_charge": [-0.050, -0.393, -0.157, -0.241, -0.055, 0.143, 0.086, 0.088, 0.099, 0.133, 0.127, 0.123, 0.082, 0.092, 0.099, 0.093, 0.023, -0.019, -0.339, -0.232, -0.136, -0.069, 0.241, 0.078, 0.102, 0.083, 0.157, 0.125, 0.109, 0.095, 0.096, 0.087, 0.055, 0.080, -0.060, -0.406, -0.217, -0.192, -0.106, 0.046, 0.069, 0.076, 0.076, 0.131, 0.131, 0.116, 0.088, 0.078, 0.086, 0.085, 0.008, -0.069, -0.428, -0.221, -0.133, -0.107, 0.049, 0.080, 0.083, 0.054, 0.148, 0.109, 0.105, 0.094, 0.096, 0.042, 0.080, 0.057, -0.070, -0.421, -0.195, -0.193, -0.130, 0.051, 0.083, 0.084, 0.036, 0.109, 0.114, 0.126, 0.090, 0.087, 0.078, 0.069, 0.062, -0.041, -0.436, -0.209, -0.176, -0.083, 0.043, 0.052, 0.052, 0.084, 0.118, 0.124, 0.124, 0.093, 0.083, 0.078, 0.054, 0.004, -0.057, -0.408, -0.177, -0.207, -0.130, 0.055, 0.078, 0.077, 0.087, 0.135, 0.124, 0.122, 0.093, 0.055, 0.083, 0.043, 0.051, -0.041, -0.433, -0.167, -0.177, -0.109, 0.073, 0.069, 0.092, 0.068, 0.139, 0.112, 0.110, 0.077, 0.094, 0.085, 0.048, 0.047, -0.054, -0.370, -0.166, -0.223, -0.099, 0.007, 0.076, 0.067, 0.057, 0.133, 0.123, 0.117, 0.091, 0.087, 0.087, 0.082, 0.076], "gap_ev": [8.25, 3.25], "total_charge": 1, "relative_energy_kcal_mol": 27.5, "spin_multiplicity": 2, "homo_ha": [-0.370, -0.370]}

=====

{"formula": "C4H11CaO4", "method": "the ωB97M-V functional and the def2-TZVPD basis", "symbols": ["O", "C", "C", "O", "C", "Ca", "H", "H", "H", "H", "H", "H", "H", "O", "H", "C", "O", "H", "H", "H"], "positions_angstrom": [[-0.915, 1.884, -0.122], [-1.660, 1.053, 0.756], [-1.992, -0.293, 0.144], [-0.816, -0.711, -0.553], [-0.625, -2.109, -0.725], [0.116, 0.884, -1.598], [-2.585, 1.540, 1.095], [-0.965, 0.863, 1.591], [-2.851, -0.276, -0.542], [-2.229, -1.013, 0.939], [0.383, -2.233, -1.136], [-0.644, -2.618, 0.247], [-1.442, -2.494, -1.350], [1.590, 1.915, -0.528], [0.086, 2.489, 0.424], [2.930, 0.199, 0.332], [2.433, 0.787, -0.853], [2.209, -0.512, 0.761], [3.845, -0.335, 0.040], [3.133, 0.981, 1.076]], "nbo_charge": [-0.884, -0.097, -0.109, -0.659, -0.262, 1.812, 0.213, 0.194, 0.196, 0.223, 0.208, 0.208, 0.201, -0.757, 0.595, -0.263, -0.390, 0.150, 0.211, 0.211], "gap_ev": 8.39, "total_charge": 1, "homo_ha": -0.455}

=====

{"formula": "C32H38BaFN6O5S5", "method": "the ωB97M-V functional and the def2-TZVPD basis", "symbols": ["Ba", "C", "C", "S", "C", "C", "S", "C", "C", "S", "H", "H", "H", "H", "H", "H", "H", "H", "H", "H", "H", "H", "F", "C", "C", "C", "C", "O", "C", "C", "N", "C", "C", "C", "C", "C", "C", "N", "C", "C", "N", "C", "C", "C", "O", "O", "H", "H", "H", "H", "H", "H", "H", "H", "H", "H", "H", "H", "H", "H", "H", "H", "H", "H", "N", "C", "C", "C", "C", "C", "C", "S", "O", "O", "N", "C", "S", "C", "C", "N", "H", "H", "H", "H", "H", "H", "H", "H"], "positions_angstrom": [[0.962, -0.698, -0.163], [-3.055, -2.349, -0.950], [-3.257, -2.305, 0.568], [-1.729, -2.115, 1.505], [-2.157, -0.786, 2.656], [-2.634, 0.552, 2.073], [-1.496, 1.324, 0.909], [-2.500, 1.610, -0.560], [-3.205, 0.410, -1.190], [-2.150, -0.976, -1.685], [-2.484, -3.239, -1.224], [-4.033, -2.469, -1.421], [-3.933, -1.494, 0.833], [-3.761, -3.226, 0.867], [-2.914, -1.144, 3.357], [-1.239, -0.634, 3.228], [-3.603, 0.438, 1.586], [-2.813, 1.219, 2.919], [-3.263, 2.363, -0.347], [-1.804, 2.060, -1.273], [-3.967, 0.027, -0.513], [-3.744, 0.772, -2.067], [7.039, 2.370, 2.366], [6.293, 2.911, 1.371], [5.105, 2.326, 1.039], [4.358, 2.839, -0.023], [3.091, 2.173, -0.391], [2.744, 1.184, 0.271], [2.360, 2.758, -1.482], [2.896, 3.851, -2.087], [4.065, 4.458, -1.764], [4.554, 5.564, -2.551], [4.558, 6.941, -1.942], [3.579, 6.593, -3.027], [4.830, 3.952, -0.722], [6.040, 4.554, -0.350], [6.784, 4.038, 0.696], [7.987, 4.709, 1.069], [8.944, 5.031, 0.020], [9.443, 6.457, 0.261], [9.340, 6.714, 1.754], [9.759, 5.484, 2.517], [8.664, 4.427, 2.324], [0.981, 2.318, -1.990], [0.307, 3.157, -2.580], [0.676, 1.124, -1.702], [4.738, 1.456, 1.571], [2.343, 4.304, -2.899], [5.371, 5.308, -3.217], [5.383, 7.598, -2.184], [4.157, 7.025, -0.941], [3.738, 6.995, -4.016], [2.546, 6.481, -2.730], [6.369, 5.449, -0.855], [8.483, 4.969, -0.961], [9.782, 4.323, 0.016], [8.826, 7.215, -0.218], [10.485, 6.608, -0.012], [8.358, 6.900, 1.964], [9.885, 7.532, 2.020], [9.902, 5.761, 3.558], [10.719, 5.197, 2.091], [7.943, 4.491, 3.138], [9.137, 3.442, 2.375], [8.666, -1.884, 1.886], [7.340, -2.110, 1.556], [6.609, -1.140, 0.862], [5.301, -1.380, 0.493], [4.696, -2.588, 0.817], [5.422, -3.567, 1.487], [6.732, -3.330, 1.857], [3.012, -2.905, 0.438], [2.848, -4.329, 0.389], [2.754, -2.204, -0.858], [2.084, -2.242, 1.514], [2.371, -1.326, 2.549], [3.787, -1.433, 3.507], [3.251, -0.075, 4.400], [2.056, 0.340, 3.920], [1.517, -0.367, 2.863], [8.964, -0.926, 1.938], [9.064, -2.473, 2.597], [7.081, -0.198, 0.605], [4.740, -0.625, -0.044], [4.954, -4.514, 1.719], [7.293, -4.098, 2.375], [3.793, 0.356, 5.226], [1.502, 1.174, 4.329]], "lowdin_charge": [1.899, -0.542, -0.528, 0.821, -0.529, -0.518, 0.818, -0.517, -0.503, 0.826, 0.076, 0.084, 0.057, 0.081, 0.082, 0.053, 0.064, 0.078, 0.085, 0.057, 0.058, 0.083, 0.051, -0.189, 0.090, -0.037, -0.294, -0.141, -0.009, 0.047, 0.007, -0.264, -0.097, -0.074, -0.112, 0.059, -0.133, -0.098, -0.130, -0.064, 0.055, -0.072, -0.138, -0.640, 0.031, -0.344, 0.135, 0.142, 0.155, 0.100, 0.114, 0.112, 0.114, 0.106, 0.128, 0.138, 0.135, 0.137, 0.182, 0.184, 0.139, 0.135, 0.138, 0.134, 0.104, -0.315, -0.032, -0.076, -0.344, -0.070, -0.022, 0.515, -0.286, -0.583, -0.364, -0.747, 1.089, -0.412, -0.257, 0.000, 0.083, 0.093, 0.105, 0.106, 0.121, 0.116, 0.060, 0.105], "gap_ev": 6.13, "total_charge": 1, "relative_energy_kcal_mol": 0.2, "homo_ha": -0.347}